No. 1
C39H61I2InN4O3P2 | wB97M-V/def2-TZVPD

Computed properties:
Highest occupied orbital energy in eV: -12.70
Multiplicity: 1
DFT total energy in eV: -93482.5188
Total charge: +2
Largest force on an atom in hartree/bohr: 0.0077
Energy above the lowest of the compared OMol25 structures with the same formula, charge and spin in eV: 0.000

Each line ends with the Löwdin charge.
Geometry (Å):
In  0.985  0.820  1.240  0.99
I  0.788  4.790  4.528  1.02
C  2.422  3.978  3.538  -0.62
C  3.716  4.505  3.748  -0.19
C  4.809  3.980  3.116  -0.66
I  6.684  4.806  3.487  1.01
C  4.647  2.884  2.222  -0.19
C  5.688  2.245  1.523  0.01
C  5.428  1.183  0.691  -0.01
C  4.113  0.746  0.541  -0.08
N  3.108  1.333  1.169  0.03
C  3.344  2.383  2.012  -0.14
C  2.214  2.928  2.684  -0.42
O  1.001  2.429  2.451  -0.21
H  3.831  5.338  4.427  0.09
H  6.703  2.597  1.658  0.08
H  6.224  0.684  0.158  0.12
H  3.866  -0.098  -0.091  0.11
O  -0.704  1.174  0.181  -0.31
P  -1.628  2.417  0.097  0.59
N  -0.997  3.769  -0.544  -0.17
C  -0.090  4.721  0.137  -0.16
C  0.106  5.795  -0.921  -0.15
C  0.182  4.992  -2.218  -0.15
C  -0.834  3.863  -2.019  -0.16
N  -2.828  1.931  -0.886  -0.18
C  -4.073  2.710  -1.039  -0.16
C  -4.951  1.796  -1.890  -0.15
C  -3.936  1.069  -2.772  -0.15
C  -2.782  0.788  -1.815  -0.18
N  -2.079  2.802  1.608  -0.17
C  -2.751  4.059  2.007  -0.18
C  -3.855  3.582  2.941  -0.15
C  -3.187  2.420  3.672  -0.14
C  -2.373  1.725  2.578  -0.17
H  0.862  4.243  0.402  0.11
H  -0.540  5.093  1.054  0.10
H  0.995  6.393  -0.736  0.12
H  -0.756  6.464  -0.938  0.12
H  1.183  4.580  -2.354  0.11
H  -0.050  5.588  -3.098  0.12
H  -0.474  2.920  -2.439  0.11
H  -1.795  4.091  -2.481  0.11
H  -3.877  3.659  -1.548  0.12
H  -4.515  2.927  -0.066  0.11
H  -5.693  2.353  -2.458  0.12
H  -5.477  1.084  -1.252  0.12
H  -3.601  1.727  -3.577  0.12
H  -4.329  0.160  -3.222  0.12
H  -1.819  0.737  -2.326  0.09
H  -2.937  -0.150  -1.271  0.11
H  -3.111  4.605  1.137  0.12
H  -2.043  4.695  2.546  0.09
H  -4.714  3.229  2.366  0.11
H  -4.198  4.368  3.611  0.12
H  -3.893  1.742  4.145  0.12
H  -2.517  2.802  4.444  0.11
H  -2.947  0.925  2.098  0.12
H  -1.448  1.297  2.976  0.10
O  1.199  -1.149  0.947  -0.38
P  0.797  -2.340  0.027  0.92
C  0.139  -1.614  -1.501  -0.32
C  1.161  -0.621  -2.116  -0.18
C  1.846  -1.211  -3.344  -0.18
C  0.827  -1.464  -4.462  -0.17
C  -0.545  -1.872  -3.902  -0.17
C  -0.409  -2.592  -2.562  -0.17
C  -0.472  -3.243  0.950  -0.31
C  -0.976  -4.566  0.336  -0.18
C  -2.263  -4.987  1.040  -0.17
C  -3.410  -4.008  0.746  -0.17
C  -2.888  -2.592  0.468  -0.19
C  -1.650  -2.288  1.306  -0.17
C  2.326  -3.269  -0.229  -0.32
C  2.973  -3.633  1.135  -0.18
C  2.709  -5.090  1.501  -0.18
C  3.347  -6.043  0.479  -0.17
C  3.416  -5.416  -0.920  -0.18
C  2.224  -4.495  -1.166  -0.18
H  -0.706  -1.028  -1.112  0.09
H  1.909  -0.309  -1.378  0.07
H  0.629  0.291  -2.405  0.11
H  2.340  -2.146  -3.066  0.10
H  2.636  -0.545  -3.693  0.12
H  1.206  -2.239  -5.129  0.12
H  0.718  -0.564  -5.070  0.12
H  -1.070  -2.508  -4.613  0.12
H  -1.176  -0.989  -3.762  0.10
H  0.244  -3.459  -2.685  0.10
H  -1.378  -2.976  -2.244  0.10
H  0.057  -3.487  1.879  0.13
H  -0.218  -5.339  0.452  0.10
H  -1.162  -4.465  -0.736  0.10
H  -2.070  -5.034  2.116  0.12
H  -2.539  -5.997  0.738  0.12
H  -4.095  -3.988  1.595  0.12
H  -3.991  -4.354  -0.110  0.12
H  -3.665  -1.853  0.673  0.11
H  -2.641  -2.484  -0.593  0.09
H  -1.890  -2.420  2.362  0.13
H  -1.368  -1.237  1.190  0.07
H  2.966  -2.529  -0.728  0.12
H  2.629  -2.962  1.923  0.10
H  4.050  -3.474  1.055  0.13
H  1.630  -5.261  1.554  0.09
H  3.092  -5.293  2.501  0.12
H  2.774  -6.970  0.440  0.12
H  4.352  -6.318  0.802  0.12
H  3.449  -6.193  -1.683  0.12
H  4.336  -4.837  -1.036  0.12
H  1.300  -5.052  -1.000  0.10
H  2.209  -4.165  -2.205  0.10

Atomic forces in eV per Å
0.262 0.253 -0.154
0.054 0.037 0.000
-0.028 0.087 0.049
0.020 -0.048 -0.034
-0.004 0.010 0.005
-0.008 -0.002 0.000
-0.058 0.030 0.005
0.035 -0.034 -0.019
0.002 0.016 0.022
0.003 0.000 -0.005
0.059 0.054 0.001
0.059 -0.004 -0.008
-0.015 0.013 -0.049
-0.245 -0.203 0.225
0.006 0.000 0.006
-0.002 -0.006 -0.014
-0.004 -0.010 -0.002
0.011 0.003 -0.016
-0.018 -0.008 -0.300
-0.212 0.210 0.107
0.175 -0.114 0.009
-0.038 -0.107 0.028
0.047 0.001 0.009
0.001 0.022 -0.017
-0.059 0.006 -0.004
0.003 -0.096 0.061
0.040 0.018 -0.024
0.005 -0.007 -0.022
-0.014 0.030 0.011
0.015 -0.011 0.025
-0.003 -0.036 -0.085
0.032 0.021 0.026
-0.004 -0.002 -0.016
0.014 -0.013 0.016
-0.020 -0.009 -0.011
-0.039 0.041 -0.060
0.010 0.000 0.019
0.011 0.025 -0.015
-0.018 -0.008 0.028
0.005 -0.001 0.036
0.016 -0.009 -0.010
-0.009 -0.006 -0.024
0.005 0.013 0.016
-0.013 -0.004 0.008
-0.016 0.011 0.012
-0.004 -0.002 0.002
0.005 -0.005 0.004
0.004 -0.001 0.002
-0.012 -0.005 0.000
0.005 -0.015 0.001
0.017 0.022 -0.028
-0.013 -0.002 -0.008
-0.012 -0.011 0.008
0.001 0.004 -0.005
-0.001 0.002 0.002
-0.004 0.000 0.004
0.017 -0.002 -0.009
-0.007 0.014 0.014
-0.006 0.023 0.026
0.129 -0.113 0.163
-0.218 -0.030 -0.049
-0.056 0.043 0.067
-0.034 0.018 -0.029
0.028 -0.014 0.004
-0.007 0.006 -0.004
0.004 0.008 -0.005
0.012 -0.042 0.010
-0.009 0.024 0.022
0.003 -0.024 0.005
0.001 -0.002 0.003
-0.004 -0.006 0.011
0.002 0.014 -0.024
0.020 -0.023 -0.023
0.023 -0.040 -0.057
-0.018 -0.012 0.022
-0.012 0.005 0.009
0.005 -0.010 0.001
0.001 0.001 -0.013
-0.003 0.001 0.009
0.045 -0.027 -0.045
0.029 0.004 0.018
-0.014 -0.003 0.011
0.003 0.001 0.005
-0.005 0.004 -0.002
0.003 -0.006 0.008
0.001 -0.002 -0.005
-0.003 -0.005 0.001
0.002 0.007 0.008
0.003 0.009 0.003
0.004 0.003 -0.007
0.014 0.003 -0.004
-0.011 0.008 -0.005
-0.003 -0.007 0.006
0.001 0.005 0.002
0.000 0.001 -0.002
-0.006 0.004 -0.005
0.005 -0.002 -0.004
-0.003 -0.004 0.005
-0.005 0.004 0.013
-0.003 -0.003 0.004
0.002 -0.022 -0.002
-0.009 0.025 0.024
0.005 0.003 0.003
0.005 -0.003 -0.004
0.009 0.004 0.002
-0.001 -0.002 -0.001
0.004 -0.002 0.001
0.001 0.005 -0.001
-0.006 0.002 -0.004
0.002 0.000 0.006
0.010 0.013 0.001
0.004 -0.007 -0.001

No. 2
C2H5NO2S | wB97M-V/def2-TZVPD

Computed properties:
Highest occupied orbital energy in eV: -9.02
Multiplicity: 1
DFT total energy in eV: -18575.1023
Total charge: 0
Largest force on an atom in hartree/bohr: 0.0334
Energy above the lowest of the compared OMol25 structures with the same formula, charge and spin in eV: 0.467

Each line ends with the Löwdin charge.
Geometry (Å):
C  1.781  0.123  -0.697  -0.06
O  0.393  0.060  -0.965  -0.03
C  -0.350  0.081  0.144  -0.66
O  0.110  -0.004  1.280  0.03
N  -1.693  0.154  -0.136  -0.31
S  -2.798  -0.054  1.173  0.77
H  2.048  -0.599  0.078  0.09
H  1.998  1.136  -0.305  0.11
H  2.294  -0.043  -1.662  0.10
H  -1.931  -0.374  -0.952  0.08
H  -1.853  -0.478  2.042  -0.12

Atomic forces in eV per Å
0.855 0.650 -0.064
-0.704 -0.037 -0.167
0.323 -0.413 1.637
-0.425 0.448 -1.238
0.198 -0.046 0.288
0.137 0.068 0.052
0.134 -0.013 -0.311
0.154 -0.548 -0.270
-0.274 0.019 0.668
-0.215 -0.064 -0.469
-0.182 -0.064 -0.125

No. 3
C5H7NO | wB97M-V/def2-TZVPD

Computed properties:
Highest occupied orbital energy in eV: -9.81
Multiplicity: 1
DFT total energy in eV: -8835.4183
Total charge: 0
Largest force on an atom in hartree/bohr: 0.0147
Energy above the lowest of the compared OMol25 structures with the same formula, charge and spin in eV: 0.784

Each line ends with the Löwdin charge.
Geometry (Å):
C  -1.700  0.813  -0.229  -0.10
C  -0.552  0.998  0.721  -0.16
C  0.426  0.134  0.996  -0.12
C  0.584  -1.242  0.405  -0.21
N  1.624  -1.301  -0.606  0.12
C  1.995  -0.592  -1.508  -0.32
O  2.451  0.006  -2.412  0.14
H  -2.657  0.865  0.302  0.08
H  -1.705  1.618  -0.973  0.08
H  -1.662  -0.137  -0.769  0.06
H  -0.525  1.962  1.228  0.10
H  1.210  0.433  1.691  0.10
H  -0.351  -1.603  -0.033  0.10
H  0.861  -1.954  1.188  0.11

Atomic forces in eV per Å
-0.019 -0.061 -0.054
0.130 -0.091 0.037
-0.095 0.131 -0.026
-0.218 -0.013 0.105
0.266 0.310 -0.491
0.106 0.018 -0.103
-0.311 -0.357 0.587
0.137 0.002 -0.062
0.004 -0.102 0.116
-0.001 0.140 0.094
0.020 -0.140 -0.060
-0.116 -0.018 -0.094
0.134 0.066 0.065
-0.035 0.114 -0.113

No. 4
C4H13N2 | wB97M-V/def2-TZVPD

Computed properties:
Highest occupied orbital energy in eV: -12.59
Multiplicity: 1
DFT total energy in eV: -7332.5453
Total charge: +1
Largest force on an atom in hartree/bohr: 0.0145
Energy above the lowest of the compared OMol25 structures with the same formula, charge and spin in eV: 0.942

Each line ends with the Löwdin charge.
Geometry (Å):
N  1.076  2.343  -0.094  0.01
C  1.248  1.117  0.658  -0.29
C  -0.119  0.485  0.973  -0.20
C  -0.948  0.183  -0.264  -0.19
C  -0.441  -1.006  -1.049  -0.14
N  -0.796  -2.299  -0.369  0.20
H  0.668  3.050  0.500  0.08
H  1.926  2.670  -0.525  0.08
H  1.789  1.190  1.611  0.11
H  1.843  0.396  0.098  0.10
H  0.099  -0.440  1.499  0.10
H  -0.653  1.138  1.665  0.12
H  -0.946  1.035  -0.948  0.12
H  -1.996  0.034  -0.025  0.12
H  0.650  -0.993  -1.136  0.13
H  -0.796  -1.063  -2.073  0.14
H  -0.583  -2.258  0.628  0.16
H  -1.793  -2.515  -0.418  0.18
H  -0.227  -3.067  -0.732  0.18

Atomic forces in eV per Å
-0.181 -0.463 0.039
-0.169 -0.455 0.224
0.474 0.228 -0.184
-0.191 0.235 -0.492
0.618 0.321 -0.261
0.201 -0.257 0.383
0.178 0.310 -0.105
0.047 0.169 0.158
-0.043 0.335 -0.010
0.071 0.109 -0.375
-0.072 -0.262 0.491
-0.144 -0.114 -0.074
0.186 0.042 0.132
-0.314 -0.114 0.177
-0.103 -0.036 0.204
-0.380 -0.036 0.032
0.107 0.228 0.149
0.062 -0.083 -0.311
-0.349 -0.155 -0.174

No. 5
CH4Cl2N3S | wB97M-V/def2-TZVPD

Computed properties:
Highest occupied orbital energy in eV: -13.14
Multiplicity: 1
DFT total energy in eV: -41440.2267
Total charge: +1
Largest force on an atom in hartree/bohr: 0.0519
Energy above the lowest of the compared OMol25 structures with the same formula, charge and spin in eV: 1.881

Each line ends with the Löwdin charge.
Geometry (Å):
N  0.917  -0.368  -0.805  0.11
C  0.744  -0.651  0.479  -0.90
S  1.738  -1.622  1.330  0.80
N  -0.489  -0.347  1.147  -0.09
N  -1.531  0.487  0.825  -0.56
Cl  -1.857  1.832  2.286  0.58
Cl  -3.118  -0.463  0.326  0.63
H  0.227  -0.061  -1.437  0.10
H  1.851  -0.195  -1.183  0.14
H  -0.607  -0.659  2.124  0.13
H  -1.221  0.955  0.019  0.07

Atomic forces in eV per Å
0.761 1.278 -0.762
0.285 -1.554 0.782
0.054 0.556 0.318
-1.813 0.619 1.464
0.191 -1.592 1.974
0.139 -1.669 -2.075
1.459 1.328 0.720
-1.192 0.363 -0.500
-0.301 -0.603 0.599
0.617 -0.333 -0.875
-0.200 1.606 -1.645

No. 6
CH2O2S | wB97M-V/def2-TZVPD

Computed properties:
Highest occupied orbital energy (alpha / beta) in eV: -9.71 / -9.71
Multiplicity: 1
DFT total energy in eV: -15995.8373
Total charge: 0
Largest force on an atom in hartree/bohr: 0.1534
Energy above the lowest of the compared OMol25 structures with the same formula, charge and spin in eV: 4.098

Each line ends with the Löwdin charge.
Geometry (Å):
C  0.267  0.325  -0.059  -0.22
O  -2.066  1.029  -0.038  -0.59
O  1.575  -0.811  0.115  -0.15
S  -1.250  0.003  0.621  0.92
H  0.349  1.112  -0.705  0.02
H  1.126  -1.658  0.066  0.02

Atomic forces in eV per Å
0.806 -6.935 3.677
-1.251 0.190 0.420
-3.454 4.028 -0.464
3.379 1.004 -1.867
0.868 1.861 -1.720
-0.349 -0.148 -0.046

Q: Which of these has the lowest energy above the lowest of the compared OMol25 structures with the same formula, charge and spin?
A: C39H61I2InN4O3P2